{
  "formula": "C2H5BrNP",
  "method": "the ωB97M-V functional and the def2-TZVPD basis",
  "homo_lumo_gap_ha": 0.3176,
  "relative_energy_kj_mol": 330.9,
  "homo_energy_ev": -8.8,
  "energy_ev": -82972.981,
  "e_lumo_ev": -0.19,
  "elements": ["P", "Br", "C", "C", "N", "H", "H", "H", "H", "H"],
  "xyz": [[1.193411, -2.249798, 0.176871], [1.995498, 0.994108, 0.135107], [-0.895784, 1.147491, 0.307918], [0.210219, 0.517868, -0.346648], [-0.053570, -1.435293, -0.214606], [-1.173166, 2.150187, -0.063381], [-1.653427, 0.375247, 0.199559], [0.148742, 0.777610, -1.469015], [-0.646456, 1.347986, 1.431906], [0.874532, -3.625408, -0.157710]],
  "forces_ev_per_a": [[1.96, -0.02, 0.29], [-0.04, 0.05, 0.27], [-0.52, 0.99, 3.74], [1.53, -2.62, -3.00], [-1.07, 3.58, -1.24], [0.09, -0.69, -0.33], [-0.76, 0.51, 0.24], [0.21, -1.44, 1.60], [-0.70, -0.71, -1.78], [-0.70, 0.36, 0.20]]
}

{
  "formula": "C2H5BrNP",
  "method": "the ωB97M-V functional and the def2-TZVPD basis",
  "homo_lumo_gap_ha": 0.3392,
  "relative_energy_kj_mol": 126.2,
  "homo_energy_ev": -8.6,
  "energy_ev": -82975.102,
  "e_lumo_ev": 0.68,
  "elements": ["Br", "P", "H", "H", "C", "C", "H", "H", "H", "N"],
  "xyz": [[-3.277785, -0.348421, -0.160904], [0.326702, -0.808467, -0.175188], [2.413961, 0.397238, -0.204456], [-2.369725, 1.182192, -1.750658], [-1.903334, 0.552294, -1.022914], [1.900161, -0.012186, 0.608767], [2.530154, -0.725890, 1.213573], [-0.439459, -1.422948, 0.915838], [1.477971, 0.715031, 1.381214], [-0.658644, 0.471154, -0.805271]],
  "forces_ev_per_a": [[-0.84, -1.04, 0.75], [0.05, -0.75, -0.09], [0.88, 0.89, -0.90], [0.28, 0.72, -0.37], [2.36, 0.12, 0.36], [-2.98, -0.53, 2.91], [-0.84, 0.36, -1.04], [0.63, 0.93, -0.25], [1.06, -0.42, -1.26], [-0.60, -0.27, -0.09]]
}

{
  "formula": "C2H5BrSi",
  "method": "the ωB97M-V functional and the def2-TZVPD basis",
  "homo_lumo_gap_ha": [0.1981, 0.1520],
  "relative_energy_kj_mol": 553.9,
  "homo_energy_ev": [-7.3, -6.8],
  "energy_ev": -80069.464,
  "e_lumo_ev": [-1.90, -2.66],
  "elements": ["Br", "C", "H", "H", "Si", "H", "C", "H", "H"],
  "xyz": [[2.858102, 0.134223, 0.035082], [1.220606, 0.520665, -0.625090], [-1.217737, 1.651492, 0.294804], [1.212918, 0.331316, -1.763373], [-0.213910, 0.601379, 0.480319], [0.055215, 0.722044, 1.942027], [-1.148485, -0.972584, 0.015936], [-1.862376, -1.566910, 0.586458], [-0.904331, -1.421627, -0.966164]],
  "forces_ev_per_a": [[1.17, -0.19, 0.55], [-0.85, -0.26, -2.25], [-0.08, 0.57, -0.45], [-0.35, 0.61, 2.00], [-1.03, -1.18, 0.21], [0.38, -0.19, -0.27], [0.94, -0.03, -0.46], [0.01, 0.38, 0.06], [-0.21, 0.30, 0.60]]
}

{
  "formula": "C2H5CdF6N3O13S6",
  "method": "the ωB97M-V functional and the def2-TZVPD basis",
  "homo_lumo_gap_ha": 0.1310,
  "relative_energy_kj_mol": 760.7,
  "homo_energy_ev": -5.3,
  "energy_ev": -119114.277,
  "charge": -2,
  "e_lumo_ev": -1.69,
  "elements": ["O", "O", "O", "F", "S", "C", "S", "Cd", "O", "S", "S", "H", "F", "N", "H", "F", "O", "F", "H", "O", "F", "C", "H", "O", "O", "F", "O", "S", "O", "O", "S", "N", "O", "O", "N", "H"],
  "xyz": [[-1.581143, 4.602191, 1.907466], [5.015336, -2.175364, -1.921350], [4.471927, 0.987193, -0.868610], [-3.046132, -0.680572, 3.288305], [4.156601, 0.043993, 0.195443], [-0.403774, -0.561738, -5.237015], [-2.505317, 5.328223, 1.084012], [-0.103176, -1.321278, 0.000252], [5.216194, -2.774909, 0.540693], [-2.123459, -1.439682, 4.294815], [4.474340, -2.151789, -0.580178], [-1.524701, -2.370700, -5.363105], [-3.590813, 5.896545, 2.128468], [-3.526255, 4.459144, 0.332098], [-0.237560, -0.667781, -6.309030], [3.374271, -3.335040, -0.905307], [-1.707931, 2.447064, -0.036094], [2.898523, 0.780109, 0.935293], [-1.048218, 0.300188, -5.064135], [5.002608, -0.145279, 1.367836], [0.767484, -3.451731, 3.423539], [-0.774609, -1.922087, -4.711787], [0.045016, -2.621919, -4.874718], [-1.571748, 4.418229, -1.533735], [-0.863806, -4.021496, 4.945488], [-3.406824, 2.818789, -1.616604], [-2.082548, 6.580539, 0.450131], [-2.381658, 3.604234, -0.598344], [-3.090012, -2.317440, 4.946275], [-1.187647, -1.912647, -3.405822], [-0.295685, -2.753640, 4.463080], [-1.096827, -1.912839, 3.196288], [-1.679490, -0.356234, 5.151423], [0.660206, -2.071340, 5.322658], [3.212062, -1.087841, -0.141634], [0.534766, -0.213092, -4.806095]],
  "forces_ev_per_a": [[0.08, 0.38, -0.55], [0.57, 1.97, 1.34], [0.49, -1.74, 1.17], [-0.66, 0.44, -1.11], [-0.71, 7.77, 4.20], [0.87, 0.61, -0.64], [0.75, 5.11, 3.08], [0.31, 0.13, -0.45], [-1.28, 2.22, -2.56], [-5.89, 4.76, 1.87], [-1.72, -7.06, -0.05], [-0.92, -0.30, 0.09], [0.05, -0.13, 0.13], [1.71, -3.07, -3.30], [0.06, 0.24, -0.19], [-0.20, 0.17, 0.72], [-0.88, 1.35, 0.26], [0.07, 0.91, -0.09], [-0.69, -0.55, 0.08], [0.08, 0.11, -2.41], [-0.26, 0.70, -0.39], [0.40, 1.27, 1.54], [0.52, -0.35, 0.08], [-1.89, -1.23, 2.25], [-0.28, 2.84, -0.43], [0.06, 1.05, 0.88], [-0.29, -2.11, 0.64], [0.43, -1.50, -3.47], [1.73, -0.06, -1.20], [-0.32, -0.47, 0.10], [6.04, -5.36, -0.84], [1.17, -2.08, 3.25], [0.49, -1.25, -0.66], [-2.26, 0.01, -1.04], [2.12, -4.47, -2.40], [0.26, -0.31, 0.07]]
}

{
  "formula": "C2H5Cl2O2PS",
  "method": "the ωB97M-V functional and the def2-TZVPD basis",
  "homo_lumo_gap_ha": 0.2915,
  "relative_energy_kj_mol": 289.2,
  "homo_energy_ev": -8.3,
  "energy_ev": -51416.283,
  "e_lumo_ev": -0.40,
  "elements": ["C", "H", "H", "O", "O", "Cl", "H", "P", "Cl", "S", "H", "C", "H"],
  "xyz": [[1.511933, 0.074596, -0.508093], [1.662273, -0.905658, -1.076647], [1.521529, 0.879020, 1.398775], [-1.130350, 1.968235, -0.352829], [-0.646804, 0.409318, 1.503594], [-2.571160, -2.228695, -0.136968], [0.531625, -0.085078, 1.528500], [-1.615465, -0.980726, -1.302344], [-3.089175, -0.013400, -2.261869], [-1.642722, 0.753160, 0.283197], [2.326644, -0.876350, 1.164359], [1.820139, -0.011228, 0.761596], [1.321533, 1.016806, -1.001271]],
  "forces_ev_per_a": [[1.13, -2.17, -2.22], [-0.09, 1.85, 0.19], [1.68, -0.63, -0.45], [-0.03, -0.28, -0.43], [1.32, -1.71, 0.37], [-0.96, -1.16, 1.15], [-4.29, 1.50, -1.21], [1.98, 1.13, -0.46], [-0.65, 0.31, -0.40], [0.99, 0.19, 1.21], [-0.22, -0.09, 0.28], [0.00, 1.25, 2.08], [-0.86, -0.19, -0.09]]
}

{
  "formula": "C2H5Cl2OP",
  "method": "the ωB97M-V functional and the def2-TZVPD basis",
  "homo_lumo_gap_ha": 0.2985,
  "relative_energy_kj_mol": 367.3,
  "homo_energy_ev": -8.4,
  "energy_ev": -38534.103,
  "e_lumo_ev": -0.32,
  "elements": ["H", "H", "Cl", "C", "C", "H", "P", "Cl", "H", "O", "H"],
  "xyz": [[1.243747, 1.189724, 1.777357], [1.185606, -1.012212, 0.127194], [-1.889995, -0.385730, -1.776274], [-0.523910, 0.955171, 1.032010], [0.743760, -1.253988, -0.841385], [1.015227, -0.588701, -1.736521], [-1.006434, -1.199113, -0.248313], [-0.471576, 1.978540, -0.442982], [0.884528, -2.251907, -1.357964], [0.315085, 1.451745, 2.008041], [-1.496040, 1.116472, 1.458838]],
  "forces_ev_per_a": [[-0.97, 0.56, 0.37], [1.11, -0.55, -0.57], [-1.22, 0.54, -1.55], [-1.53, -0.27, -1.06], [-0.70, -0.30, -2.21], [-0.51, -0.15, 1.87], [1.89, 1.01, 2.53], [0.47, 0.59, 0.11], [0.28, 0.61, 1.44], [1.75, -1.79, -0.82], [-0.57, -0.24, -0.11]]
}